Entry 1:
ORCA calculation (ωB97M-V/def2-TZVPD) on a cluster of 2 separate species, C5H8OS in total in a non-equilibrium geometry.

Calculated values
Molar mass in g mol⁻¹: 116.18
E_tot in eV: -18196.227
Energy above the lowest of the compared OMol25 structures with the same formula, charge and spin in kJ/mol: 103.7
SMILES string: C=C(C)C.O=C=S

Geometry (Å):
C  -0.0987  0.1021  -1.4880
C  0.5872  -0.0003  -0.3204
C  0.8462  -1.3749  0.3391
C  0.9032  1.1185  0.5248
H  -0.3656  1.1466  -1.8233
H  -0.4988  -0.7354  -2.0363
H  0.6187  -1.3888  1.3610
H  1.9221  -1.6071  0.2167
H  0.3766  -2.3054  -0.3451
H  0.9437  1.9441  -0.2702
H  1.8440  1.1657  1.0975
H  0.0677  1.4223  1.0591
O  -2.0792  1.4160  0.6689
C  -2.3714  0.2907  0.5400
S  -2.6957  -1.1941  0.4762

Forces on the atoms, in the same order (eV/Å):
0.661 1.678 1.272
-1.439 -3.670 -0.996
0.387 -1.820 -4.782
1.966 3.321 -2.448
0.397 -1.310 0.056
0.114 -0.127 0.012
-0.660 -0.229 1.391
-0.252 0.267 0.381
0.744 2.511 2.184
0.387 -0.387 1.378
-0.490 -0.492 -0.219
-1.271 0.273 1.663
-0.816 -1.282 -0.351
0.944 3.124 0.637
-0.673 -1.857 -0.179


Entry 2:
ORCA calculation (ωB97M-V/def2-TZVPD) on a cluster of 2 separate species, C5H8OS in total in a non-equilibrium geometry.

Calculated values
⟨S²⟩: 2.01
Molar mass in g mol⁻¹: 116.18
E_tot in eV: -18192.091
Energy above the lowest of the compared OMol25 structures with the same formula, charge and spin in kJ/mol: 125.0
Spin multiplicity: 3

Geometry (Å):
C  1.5623  -0.1057  -0.3535
C  -1.3359  -2.6732  -0.1748
C  -0.5850  -3.6985  0.2603
C  1.0125  0.9499  0.1580
C  0.1332  3.7350  0.0923
O  2.1436  -1.0279  -0.7513
S  1.1639  2.5240  -0.7240
H  0.0952  0.8813  0.8377
H  -2.3311  -2.8697  -0.6244
H  -1.0606  -1.6050  0.0191
H  0.3440  -3.4573  0.7260
H  -0.8609  -4.6663  0.0494
H  -0.2645  4.3530  -0.8289
H  0.7475  4.4273  0.6670
H  -0.7640  3.2330  0.6471

Forces on the atoms, in the same order (eV/Å):
0.250 -0.182 0.561
-0.318 -0.126 0.608
-0.366 3.401 -0.602
-2.875 2.359 0.733
-2.187 0.548 -1.483
1.416 -2.243 -1.289
0.363 -0.814 0.458
1.130 0.602 -0.465
0.822 0.292 0.127
-0.225 -1.144 -0.286
0.568 -0.272 0.314
-0.470 -2.131 -0.174
0.396 -1.092 1.982
-0.279 -0.271 0.363
1.775 1.074 -0.845


Entry 3:
ORCA calculation (ωB97M-V/def2-TZVPD) on an isolated molecule of C5H8OS2 in a non-equilibrium geometry.

Calculated values
Molar mass in g mol⁻¹: 148.25
E_tot in eV: -29029.241
Energy above the lowest of the compared OMol25 structures with the same formula, charge and spin in kJ/mol: 332.0
SMILES string: COC1[C@H]2SCS[C@H]12

Geometry (Å):
C  3.3956  0.2431  -0.0164
O  2.3367  -0.5078  -0.5188
C  1.2787  -0.6873  0.3530
C  -0.0627  -0.7799  -0.2768
S  -1.7489  -1.3223  0.0248
C  -2.2311  0.4405  -0.1996
S  -0.8058  1.6434  -0.0412
C  0.2059  0.3775  0.6689
H  3.7692  -0.2841  0.8639
H  2.9862  1.2458  0.2172
H  4.1121  0.5148  -0.8228
H  1.4912  -1.1896  1.2881
H  0.1111  -0.4470  -1.3190
H  -2.7384  0.5778  -1.1908
H  -2.9931  0.7376  0.5158
H  -0.0756  0.2045  1.6877

Forces on the atoms, in the same order (eV/Å):
-0.317 1.622 0.026
-1.040 -1.109 -0.948
0.211 0.592 -0.326
0.582 -0.260 -0.030
0.580 0.324 -0.127
-1.200 0.633 -0.978
-0.013 0.024 -0.092
0.096 0.155 -0.662
0.693 0.461 -0.075
0.239 -0.311 0.653
-0.210 -1.094 0.566
0.296 -0.221 0.032
-0.426 -0.190 0.630
0.782 -0.099 0.640
0.039 -0.283 0.342
-0.312 -0.244 0.351